{"formula": "C36H40O3P2STi", "method": "the ωB97M-V functional and the def2-TZVPD basis", "lumo_energy_ev": [0.53, 0.49], "homo_energy_ev": [-5.4, -7.0], "spin_multiplicity": 3, "charge": 0, "e_above_lowest_ev": 1.5267, "mol_weight_g_mol": 662.60, "species": ["Ti", "S", "P", "P", "O", "O", "O", "C", "C", "C", "C", "C", "C", "C", "C", "C", "C", "C", "C", "C", "C", "C", "C", "C", "C", "C", "C", "C", "C", "C", "C", "C", "C", "C", "C", "C", "C", "C", "C", "C", "C", "C", "C", "H", "H", "H", "H", "H", "H", "H", "H", "H", "H", "H", "H", "H", "H", "H", "H", "H", "H", "H", "H", "H", "H", "H", "H", "H", "H", "H", "H", "H", "H", "H", "H", "H", "H", "H", "H", "H", "H", "H", "H"], "positions_angstrom": [[-0.159, -3.926, 2.280], [-0.225, -5.954, 3.952], [-1.063, 3.473, -0.433], [-1.255, 2.137, -2.990], [-0.135, -5.928, 2.413], [-0.604, -4.476, 4.174], [0.923, -6.458, 4.648], [1.834, -3.834, 1.025], [-1.726, 2.781, -4.687], [-0.086, 3.359, 2.250], [1.330, -0.863, -4.143], [-2.359, 4.759, -5.943], [0.498, 2.668, 3.313], [-0.524, 0.505, -3.413], [2.587, -2.113, 2.764], [-0.676, 7.535, 0.303], [0.425, 3.541, -1.462], [-2.983, 6.918, 0.710], [-1.830, -3.771, 1.152], [0.852, 0.331, -3.598], [0.443, -1.907, -4.428], [0.815, 1.309, 3.189], [-0.410, 6.242, -0.156], [0.205, 3.161, -2.753], [-2.198, 4.108, -4.721], [0.551, 0.636, 1.990], [-2.114, 4.069, -7.136], [1.665, -2.861, 3.709], [-1.390, 5.246, -0.044], [-1.735, 2.725, -7.110], [-2.706, 5.610, 0.313], [-0.346, 2.680, 1.055], [2.045, -3.969, 4.426], [-1.643, -6.870, 4.531], [2.382, -2.435, 1.277], [-0.022, 1.316, 0.920], [3.166, -4.873, 4.071], [-1.959, 7.872, 0.751], [-1.561, 2.070, -5.886], [-0.918, -1.778, -4.125], [2.393, -4.947, 1.632], [3.559, -4.886, 2.567], [-1.400, -0.582, -3.595], [-1.608, -2.607, -4.309], [4.211, -4.025, 2.381], [2.180, -5.947, 1.225], [-1.737, -4.273, 0.172], [-2.681, 5.800, -5.961], [2.433, -1.034, 2.933], [2.904, -5.904, 4.335], [0.825, -2.246, 4.089], [0.784, -0.424, 1.885], [0.563, 6.009, -0.590], [-0.318, 4.421, 2.331], [3.359, -2.318, 0.785], [-2.413, 4.623, -3.782], [-3.499, 4.863, 0.283], [-2.517, -6.216, 4.590], [0.815, -2.830, -4.879], [-2.224, 4.585, -8.088], [-1.355, -7.191, 5.540], [0.712, 3.194, 4.243], [-1.284, 1.013, -5.869], [0.121, 8.281, 0.316], [-0.202, 0.798, -0.025], [4.040, -4.647, 4.706], [1.725, -1.698, 0.796], [-2.163, 8.879, 1.119], [-2.068, -2.703, 0.996], [-2.455, -0.472, -3.341], [-1.821, -7.750, 3.907], [1.268, 0.773, 4.026], [-2.604, -4.257, 1.779], [0.801, 3.472, -3.614], [3.631, -2.278, 3.066], [2.396, -0.968, -4.346], [1.395, 3.794, -1.018], [-1.577, 2.179, -8.042], [1.317, -3.981, 0.067], [-3.998, 7.198, 1.000], [1.676, -4.084, 5.452], [1.540, 1.138, -3.351], [4.180, -5.786, 2.399]], "forces_ev_per_a": [[2.213, 0.508, -0.097], [-1.191, 2.020, -1.829], [-0.631, -0.184, 0.821], [-1.354, -0.346, -1.448], [-0.370, -2.289, 2.532], [-0.166, -2.319, 1.362], [-0.715, -0.262, -0.152], [0.956, -0.230, -0.109], [0.104, -0.254, 0.088], [0.140, -0.519, -0.044], [-0.160, -0.091, 0.192], [-0.062, -0.269, 0.025], [0.021, -0.270, -0.025], [0.227, 0.027, 0.081], [0.100, 0.126, -0.020], [-0.189, -0.028, -0.125], [-0.134, -0.668, -1.012], [0.190, 0.108, -0.003], [-0.976, 0.315, -0.797], [-0.224, -0.364, -0.397], [-0.020, 0.117, 0.031], [-0.135, 0.198, -0.141], [-0.259, 0.155, 0.448], [0.290, 0.849, 1.116], [0.297, -0.340, -0.257], [-0.079, 0.161, 0.149], [0.072, -0.047, 0.142], [0.412, 0.324, 1.303], [0.247, 0.150, -0.143], [-0.210, 0.068, 0.267], [0.565, 0.024, 0.124], [0.203, 0.391, 0.103], [0.156, 1.914, -0.310], [0.107, -0.235, 0.288], [0.302, -0.085, -0.367], [0.002, 0.398, 0.290], [0.764, -0.545, -0.337], [0.045, -0.243, -0.050], [0.021, 0.421, 0.017], [0.151, 0.061, 0.048], [-0.295, 0.610, -1.237], [0.548, -0.155, 0.874], [0.408, 0.254, -0.175], [0.275, 0.258, 0.085], [-0.238, -0.228, -0.303], [-0.275, 0.591, 0.335], [-0.267, 0.157, 0.375], [0.055, -0.266, -0.051], [0.006, -0.373, -0.059], [-0.016, 0.423, 0.057], [0.517, -0.422, 0.151], [-0.118, 0.415, 0.100], [-0.170, 0.024, 0.343], [0.035, -0.263, 0.033], [-0.103, -0.028, -0.143], [0.149, -0.036, -0.233], [0.211, 0.113, 0.083], [0.282, -0.127, -0.272], [-0.106, 0.265, 0.169], [-0.004, -0.099, 0.145], [-0.157, 0.056, -0.275], [-0.030, -0.136, -0.162], [0.059, 0.358, 0.018], [-0.262, -0.164, -0.103], [-0.043, 0.123, 0.232], [-0.055, 0.108, -0.211], [0.096, -0.209, 0.089], [0.055, -0.311, -0.156], [-0.272, -0.269, -0.046], [0.206, 0.010, -0.158], [0.088, 0.254, 0.018], [-0.142, 0.182, -0.224], [0.039, 0.244, -0.483], [0.476, -0.509, 0.331], [-0.366, -0.032, -0.164], [-0.286, -0.063, 0.063], [-0.220, 0.589, -0.523], [-0.053, 0.176, 0.234], [-0.099, -0.006, 0.386], [0.301, -0.100, -0.081], [-0.579, -0.375, -0.703], [-0.119, -0.178, -0.197], [-0.244, 0.391, 0.075]]}